Entry 1:
# C24H36N2O4

A single C24H36N2O4 molecule (ωB97M-V/def2-TZVPD, the Open Molecules 2025 dataset).

```
! RIJCOSX wB97M-V def2-TZVPD def2/J DEFGRID3
* xyz 0 1
C 3.329 5.767 -0.304
O 3.727 4.781 0.613
C 4.645 5.261 1.573
C 4.938 4.168 2.600
C 3.745 3.981 3.530
O 3.616 4.690 4.513
N 2.849 3.019 3.227
C 2.924 2.141 2.075
H 3.230 2.721 1.203
C 1.564 1.511 1.793
H 1.630 0.919 0.880
H 0.828 2.298 1.623
C 1.085 0.649 2.973
C 1.535 1.277 4.301
C 1.754 2.776 4.149
H 0.837 3.256 3.792
H 2.029 3.233 5.102
H 2.461 0.810 4.638
H 0.764 1.092 5.049
O -0.333 0.589 3.012
C -1.019 -0.225 2.172
C -0.460 -1.089 1.235
C -1.275 -1.896 0.461
C -2.657 -1.853 0.589
C -3.213 -0.963 1.507
C -2.411 -0.171 2.294
H -2.833 0.510 3.016
H -4.288 -0.913 1.587
C -3.588 -2.672 -0.240
O -4.708 -2.290 -0.526
N -3.100 -3.870 -0.643
H -2.192 -4.169 -0.328
C -3.848 -4.782 -1.475
C -3.108 -5.169 -2.758
C -3.154 -4.108 -3.860
C -2.392 -2.823 -3.550
C -2.487 -1.797 -4.685
C -1.284 -0.859 -4.490
H -0.770 -0.689 -5.436
C -0.360 -1.560 -3.478
H -0.451 -1.083 -2.500
H 0.687 -1.517 -3.777
C -0.881 -2.993 -3.396
H -0.592 -3.482 -2.466
H -0.494 -3.586 -4.228
H -1.601 0.111 -4.109
H -3.433 -1.260 -4.665
H -2.412 -2.311 -5.645
H -2.795 -2.370 -2.642
H -4.198 -3.853 -4.056
H -2.744 -4.546 -4.775
H -3.573 -6.078 -3.145
H -2.070 -5.411 -2.518
H -4.068 -5.690 -0.899
H -4.790 -4.282 -1.710
H -0.808 -2.539 -0.272
H 0.608 -1.147 1.095
H 1.493 -0.369 2.900
H 3.662 1.344 2.252
H 5.766 4.509 3.223
H 5.223 3.248 2.095
H 5.578 5.563 1.070
H 4.232 6.141 2.086
H 2.631 5.291 -0.990
H 4.187 6.155 -0.866
H 2.833 6.603 0.203
*
```

Computed properties:
HOMO energy = -8.7 eV
strongest force on any atom = 0.010 Eh/bohr
total energy = -36643.364 eV
gap between HOMO and LUMO = 9.23 eV
relative energy (zero: lowest compared OMol25 entry of this formula, charge and spin) = 12.5 kJ/mol
SMILES = COCCC(=O)N1CCC(Oc2ccc(C(=O)NCCCC3CCCC3)cc2)CC1

***

Entry 2:
# C24H36N6O5Si2

A molecular structure, C24H36N6O5Si2 in a non-equilibrium geometry (ωB97M-V/def2-TZVPD, the Open Molecules 2025 dataset).

```
! RIJCOSX wB97M-V def2-TZVPD def2/J DEFGRID3
* xyz 0 1
N 0.890 -1.996 2.964
C 0.028 -2.565 2.210
C 0.481 -3.383 0.955
Si -1.033 -3.467 -0.236
O -0.861 -2.143 -1.304
Si -2.320 -1.669 -2.045
C -3.053 -0.275 -1.001
C -1.995 0.816 -0.528
C -1.776 0.744 1.035
C -1.133 2.039 1.652
O 0.285 1.748 1.853
C 0.908 2.733 2.550
O 0.357 3.724 2.979
O -1.898 -1.151 -3.648
C -1.821 -2.292 -4.475
O -2.873 -2.769 -4.819
C -0.488 -2.879 -4.965
C -0.309 -3.070 -6.412
C 0.929 -3.598 -6.960
C 2.028 -3.942 -6.052
C 1.886 -3.780 -4.617
C 0.613 -3.254 -4.095
H 0.356 -1.506 3.695
H -1.076 -2.445 2.415
H 0.907 -4.389 1.183
H 1.256 -2.763 0.428
H -0.989 -4.779 -0.889
H -2.306 -3.347 0.511
H -3.301 -2.741 -2.208
H -3.916 0.233 -1.499
H -3.441 -0.764 -0.057
H -2.472 1.821 -0.720
H -1.041 0.817 -1.113
H -1.069 -0.101 1.267
H -2.769 0.600 1.547
H -1.312 2.975 1.070
H -1.572 2.188 2.673
H 2.017 2.666 2.714
H -1.139 -2.819 -7.107
H 1.093 -3.743 -8.065
H 2.997 -4.342 -6.429
H 2.697 -4.017 -3.895
H 0.547 -3.161 -2.988
C 0.563 -4.498 -11.466
C 1.563 -3.763 -10.657
N 2.337 -3.193 -10.030
H 0.970 -5.463 -11.769
H -0.341 -4.660 -10.880
H 0.312 -3.922 -12.357
C 0.353 7.084 3.520
C -0.348 8.004 2.595
N -0.891 8.718 1.878
H -0.089 7.149 4.514
H 0.270 6.058 3.160
H 1.408 7.351 3.582
C -0.129 2.977 6.462
C -0.841 1.732 6.835
N -1.393 0.768 7.123
H 0.898 2.940 6.826
H -0.118 3.087 5.377
H -0.631 3.838 6.902
C 2.915 6.078 0.000
C 3.411 5.807 1.369
N 3.808 5.591 2.430
H 2.831 5.144 -0.555
H 1.935 6.553 0.049
H 3.606 6.741 -0.520
C 0.354 -1.481 9.257
C 0.928 -2.069 10.491
N 1.373 -2.525 11.446
H 1.003 -1.694 8.409
H -0.631 -1.906 9.067
H 0.259 -0.402 9.370
*
```

Computed properties:
HOMO energy = -9.4 eV
strongest force on any atom = 0.056 Eh/bohr
total energy = -60405.051 eV
gap between HOMO and LUMO = 9.67 eV

***

Entry 3:
# C24H36N8NaO3PSe2

A molecular structure, C24H36N8NaO3PSe2 in a non-equilibrium geometry (ωB97M-V/def2-TZVPD, the Open Molecules 2025 dataset).

```
! RIJCOSX wB97M-V def2-TZVPD def2/J DEFGRID3
* xyz 0 1
Na -0.080 0.127 0.520
C 3.410 2.996 0.900
N 3.717 1.583 0.900
C 4.380 0.933 1.959
C 4.453 -0.356 1.635
N 3.970 -0.546 0.379
C 3.398 0.581 0.023
P 2.879 0.670 -1.692
C 1.943 -0.884 -1.710
N 1.087 -1.288 -0.802
C 0.647 -2.524 -1.239
C 1.354 -2.883 -2.303
N 2.187 -1.859 -2.610
C 3.169 -1.887 -3.763
C 1.444 1.776 -1.632
N 0.685 2.120 -0.616
C -0.172 3.074 -1.125
C 0.090 3.337 -2.429
N 1.093 2.470 -2.791
C 1.604 2.157 -4.107
H 2.921 3.324 1.825
H 4.216 3.564 0.509
H 2.679 3.042 0.130
H 4.511 1.490 2.850
H 4.936 -1.173 2.224
H -0.087 -2.983 -0.668
H 1.475 -3.893 -2.801
H 3.102 -0.928 -4.309
H 4.194 -2.052 -3.372
H 2.896 -2.715 -4.421
H -0.943 3.572 -0.432
H -0.346 3.931 -3.172
H 2.664 1.888 -3.943
H 1.034 1.355 -4.631
H 1.663 2.985 -4.818
N -2.623 2.775 3.908
C -3.424 1.892 3.070
C -2.622 1.198 1.959
O -3.222 0.159 1.579
O -1.488 1.544 1.637
H -1.703 2.962 3.536
H -2.450 2.484 4.863
H -4.233 2.417 2.594
H -3.920 1.037 3.615
O -2.020 -0.922 -0.459
C -2.809 -1.231 -1.596
C -3.279 0.037 -2.263
C -3.815 1.096 -1.574
C -4.406 2.082 -2.258
C -4.494 2.028 -3.660
C -3.839 0.936 -4.272
N -3.233 -0.022 -3.606
H -2.557 -0.599 0.363
H -3.660 -1.836 -1.300
H -2.233 -1.809 -2.373
H -3.844 1.058 -0.453
H -4.836 2.909 -1.666
H -4.991 2.745 -4.209
H -3.765 0.944 -5.359
C -0.267 -5.041 3.266
Se -0.644 -3.605 1.927
C -1.394 -2.198 3.090
C -0.351 -1.523 3.966
Se 1.084 -0.559 3.125
C 2.263 -2.076 3.056
H 0.520 -5.580 2.791
H -1.096 -5.580 3.626
H 0.196 -4.350 4.044
H -2.062 -2.678 3.783
H -1.845 -1.450 2.466
H 0.227 -2.242 4.501
H -0.902 -0.850 4.624
H 3.162 -1.841 3.632
H 2.516 -2.329 2.012
H 1.890 -2.989 3.546
*
```

Computed properties:
HOMO energy = -8.0 eV
strongest force on any atom = 0.077 Eh/bohr
total energy = -187933.389 eV
gap between HOMO and LUMO = 8.14 eV
relative energy (zero: lowest compared OMol25 entry of this formula, charge and spin) = 78.6 kJ/mol

***

- Which of these has the lowest strongest force on any atom?
  C24H36N2O4